Entry from the Open Molecules 2025 dataset: a 2-piece molecular cluster, C28H22N3O3 overall at a distorted geometry (ωB97M-V/def2-TZVPD).

The geometry in XYZ format:
```
56
Properties=species:S:1:pos:R:3:forces:R:3
C 5.64478 3.37025 -1.70259 0.24 0.23 -0.06
O 5.55806 2.02048 -2.18556 -1.63 -0.51 -0.26
C 4.34317 1.43368 -2.25464 0.93 0.10 0.58
C 4.35888 0.05830 -2.60106 -0.07 0.15 0.03
C 3.22838 -0.69306 -2.42705 -0.01 -0.01 0.36
C 1.99634 -0.13285 -1.92141 0.39 0.04 -0.06
C 0.95688 -1.03883 -1.61089 0.02 0.73 -1.53
C -0.43117 -0.73663 -1.42177 -0.87 0.17 0.42
C -1.44549 -1.63334 -1.88365 0.49 -0.44 0.37
C -2.78547 -1.42532 -1.61301 0.10 0.26 -0.09
C -3.17063 -0.25259 -0.94849 -1.18 0.05 -0.18
O -4.53911 -0.08941 -0.70987 1.19 -0.35 0.21
C -5.24003 0.77757 -1.55322 0.07 0.26 -0.52
C -6.23179 0.24186 -2.38186 0.46 0.24 0.05
C -6.83129 1.07779 -3.32613 -0.12 0.04 0.16
C -6.50101 2.43573 -3.38603 0.17 -0.23 0.21
C -5.54352 2.95289 -2.51052 0.04 0.09 0.04
C -4.89877 2.12668 -1.58840 -0.31 -0.19 -0.28
C -2.22464 0.68833 -0.53100 0.19 0.01 -0.05
C -0.87898 0.44060 -0.76828 -0.06 0.12 0.00
C 1.96765 1.30986 -1.82637 0.25 0.23 0.05
C 3.11852 2.07743 -1.93536 -0.22 -0.33 0.04
H 6.71046 3.60700 -1.78642 -0.39 0.08 0.09
H 5.05158 4.05574 -2.32280 0.23 -0.19 0.10
H 5.31991 3.43449 -0.65579 0.09 -0.10 -0.25
H 5.30945 -0.36475 -2.92261 -0.32 0.01 0.01
H 3.24166 -1.75487 -2.67901 0.10 0.23 0.25
H 1.22066 -2.10380 -1.71764 -0.19 0.51 -0.03
H -1.15304 -2.50073 -2.48185 -0.05 0.16 0.37
H -3.56482 -2.13639 -1.91176 0.44 0.36 0.02
H -6.48347 -0.81669 -2.30424 0.10 0.31 -0.06
H -7.56207 0.65632 -4.02242 0.21 0.21 0.31
H -6.98986 3.08435 -4.10860 0.12 -0.13 0.13
H -5.27414 4.01178 -2.54107 -0.17 -0.34 -0.04
H -4.13432 2.50600 -0.91278 -0.32 0.03 -0.24
H -2.53910 1.58393 0.01436 0.19 -0.50 -0.25
H -0.14701 1.16300 -0.41089 -0.32 -0.34 0.18
H 1.03348 1.84727 -1.65477 0.40 -0.30 -0.02
H 3.10682 3.15866 -1.74665 -0.19 -0.62 -0.20
O -0.58406 -3.63890 3.25664 1.47 0.71 -0.27
C 0.30535 -2.78423 3.32358 -1.51 -1.24 0.04
C 1.51375 -2.74389 4.16826 -0.15 0.26 0.56
C 1.87007 -1.38888 4.34216 -0.28 -0.47 0.51
C 2.81603 -1.02773 5.32201 0.23 0.05 -0.27
C 3.51282 -2.06157 5.97705 -0.57 -0.15 -0.28
C 3.12585 -3.40799 5.82515 -0.28 -0.10 -0.21
C 2.04645 -3.73384 4.98756 0.69 0.10 -0.10
N 1.02539 -0.61686 3.54167 0.90 2.33 0.56
C 0.19496 -1.41468 2.78394 -2.86 -0.64 -0.94
N -1.08124 -0.98220 2.46258 -0.16 2.35 0.77
N -1.97898 -0.29039 2.23341 2.71 -2.66 0.44
H 2.99899 0.02117 5.59671 0.03 -0.53 -0.36
H 4.34256 -1.84084 6.65751 -0.48 0.11 -0.24
H 3.65083 -4.19545 6.38332 -0.35 0.46 -0.24
H 1.62352 -4.73356 4.92046 0.26 0.09 0.06
H 1.02074 0.39909 3.47009 0.34 -0.70 0.11
```
Positions in Å, forces in eV/Å.

Computed properties:
Kohn-Sham gap = 4.2 eV
ΔE to the lowest compared entry with this formula, charge and spin = 16.4 kcal per mole
Charge = +1
HOMO = -9.74 eV
LUMO energy = -0.203 hartree

---

Entry from the Open Molecules 2025 dataset: C28H23BrN4O2OsTe as an isolated structure at a distorted geometry (ωB97M-V/def2-TZVPD).

The geometry in XYZ format:
```
60
Properties=species:S:1:pos:R:3:forces:R:3
Os 1.04866 0.92588 -1.12987 -2.65 -0.85 0.06
O -2.12451 2.44271 2.98617 0.01 -0.06 -0.03
C -1.48064 3.58199 2.57778 0.03 0.14 0.05
C -1.58143 4.79253 3.24342 -0.05 0.02 0.11
C -0.84819 5.88298 2.80232 0.04 -0.09 -0.01
C -0.01886 5.77232 1.69416 0.06 0.05 -0.03
C 0.05769 4.56866 1.01544 -0.03 -0.08 0.04
C -0.67306 3.47221 1.45282 0.03 0.00 -0.33
C -0.65195 2.14287 0.73687 -0.39 0.06 0.84
O -0.20495 2.22360 -0.57857 1.28 0.03 -0.35
N 0.16161 1.18653 1.49936 0.08 0.38 -0.18
N 0.91650 0.35391 0.78413 -0.11 -0.64 0.34
C 1.51887 -0.67527 1.29507 -0.02 -0.03 0.10
C 2.40837 -1.48364 0.52441 0.18 0.10 -0.19
Br 2.85016 -0.70029 -1.21985 0.03 0.09 0.19
C 3.01588 -2.66261 0.76568 0.00 -0.02 -0.17
C 2.72954 -3.67502 1.75464 -0.04 -0.11 0.20
C 3.62325 -4.75314 1.84487 0.05 0.08 -0.04
C 3.35166 -5.82763 2.66845 0.01 -0.06 0.09
C 2.18461 -5.84605 3.42021 0.03 0.08 -0.02
C 1.29972 -4.77313 3.36314 -0.02 0.00 0.06
C 1.56412 -3.70045 2.53822 0.04 0.09 -0.13
H -2.73193 2.63966 3.70975 0.02 0.01 -0.03
H -2.22653 4.87937 4.11014 0.02 0.00 0.01
H -0.91227 6.81962 3.33860 -0.04 0.01 -0.02
H 0.56240 6.62125 1.36329 -0.03 0.01 -0.02
H 0.67693 4.46885 0.13358 0.02 0.08 0.01
H -1.68592 1.76277 0.74502 0.03 -0.08 -0.43
H -0.10818 0.97279 2.45164 0.02 -0.11 -0.03
H 1.41499 -0.89462 2.35229 0.00 0.01 0.00
H 3.79893 -2.93610 0.06412 -0.02 -0.05 0.00
H 4.53937 -4.73712 1.26698 -0.03 -0.03 -0.05
H 4.04353 -6.65638 2.72523 0.01 0.01 -0.02
H 1.95685 -6.69820 4.04604 0.02 0.01 0.02
H 0.39610 -4.78943 3.95684 -0.02 0.00 -0.03
H 0.83967 -2.90215 2.45767 -0.08 -0.07 0.01
N 0.90101 5.93696 -5.17905 0.00 0.00 0.05
C 0.95559 4.81354 -4.95245 -0.02 0.02 0.02
C 1.02228 3.40155 -4.70090 0.05 0.00 -0.16
C 1.03643 2.49524 -5.75615 -0.06 -0.07 0.06
C 1.10525 1.14438 -5.45626 0.07 0.10 0.02
C 1.18343 0.75402 -4.13634 0.12 0.02 -0.10
N 1.14719 1.62652 -3.10639 -0.12 0.05 -0.67
C 1.06532 2.93072 -3.39874 -0.10 0.09 0.27
H 0.99031 2.84704 -6.77779 -0.01 0.00 0.00
H 1.10303 0.39449 -6.23391 0.06 0.01 -0.01
H 1.28381 -0.29309 -3.88803 -0.08 0.00 0.06
H 1.00948 3.61939 -2.56606 0.02 -0.01 0.00
Te -1.41088 -0.36012 -2.24420 0.95 0.83 -0.13
C -2.68594 -1.76843 -1.35611 0.41 -0.22 0.81
C -3.47190 -2.51977 -2.22369 0.34 0.10 -0.27
C -4.37805 -3.43068 -1.70340 -0.16 0.06 0.12
C -4.49636 -3.59314 -0.33002 0.04 0.03 -0.04
C -3.70298 -2.84523 0.53209 -0.03 -0.05 -0.01
C -2.79403 -1.93407 0.02300 -0.01 0.16 -0.04
H -3.38080 -2.39775 -3.29713 0.00 -0.10 -0.01
H -4.99578 -4.01265 -2.37348 0.01 0.02 -0.02
H -5.21093 -4.29962 0.06930 0.02 -0.02 0.00
H -3.80327 -2.96668 1.60225 0.01 -0.01 0.00
H -2.18323 -1.34188 0.69337 -0.03 0.00 0.04
```
Positions in Å, forces in eV/Å.

Computed properties:
Kohn-Sham gap (spin up / spin down) = 5.0 / 5.2 eV
Charge = +2
HOMO (spin up / spin down) = -13.56 / -13.57 eV
LUMO energy (spin up / spin down) = -0.316 / -0.306 hartree

---

Entry from the Open Molecules 2025 dataset: C28H23Cl2ILiN5O4 as an isolated structure (ωB97M-V/def2-TZVPD).

The geometry in XYZ format:
```
64
Properties=species:S:1:pos:R:3:forces:R:3
Li -0.54414 0.17796 0.01930 -0.39 -0.17 -0.07
C -2.13451 3.58678 2.46858 -0.13 0.07 0.11
O -2.65510 2.28642 2.84948 0.02 0.15 -0.04
C -2.05445 1.41696 2.02669 -0.12 -0.41 0.12
N -1.24950 1.82981 1.14355 -0.03 0.15 0.16
C -1.19498 3.29195 1.27724 0.01 -0.04 -0.24
C 0.20447 3.82844 1.44279 0.02 0.13 0.04
C 1.32980 3.03311 1.29859 0.00 -0.04 -0.02
C 2.59375 3.59198 1.43840 0.00 0.03 0.03
C 2.74249 4.93931 1.71903 -0.06 0.00 0.00
C 1.61664 5.74200 1.85141 0.00 -0.05 -0.01
C 0.35688 5.18719 1.71012 0.03 0.00 0.03
C -2.40692 -0.01330 2.19217 0.13 0.16 -0.01
C -3.46404 -0.44172 2.97745 -0.01 -0.05 0.05
C -3.73575 -1.80185 3.01142 0.03 0.03 -0.02
C -2.95800 -2.66603 2.25944 0.04 0.06 0.06
C -1.92442 -2.12582 1.50513 0.15 -0.15 -0.22
N -1.64096 -0.83371 1.48126 -0.27 0.11 0.14
C -1.08735 -2.94196 0.59379 -0.27 0.13 0.30
N -0.39864 -2.45000 -0.33984 0.11 -0.18 -0.05
C 0.23251 -3.58501 -1.02940 0.05 0.16 -0.07
C -0.20047 -4.81228 -0.19480 -0.01 -0.18 0.11
O -1.12402 -4.27581 0.78735 0.08 -0.02 -0.16
C 1.73056 -3.44118 -1.15445 0.02 -0.01 0.00
C 2.43491 -4.38738 -1.89153 -0.01 -0.03 0.01
C 3.81266 -4.30945 -2.00672 -0.02 0.05 0.03
C 4.49914 -3.27278 -1.39035 -0.02 -0.01 -0.01
C 3.80026 -2.32058 -0.66682 -0.03 -0.07 0.02
C 2.41984 -2.40290 -0.54570 0.03 -0.09 0.01
H -2.98914 4.20958 2.20810 0.07 0.03 0.02
H -1.61235 4.00467 3.32848 0.00 0.00 -0.03
H -1.60839 3.72141 0.35914 -0.01 -0.04 0.00
H 1.23213 1.99241 1.02297 0.02 0.02 0.04
H 3.46300 2.96573 1.30294 0.06 -0.04 -0.01
H 3.72811 5.36964 1.81925 0.08 0.02 0.01
H 1.71997 6.79829 2.05395 0.01 0.07 0.02
H -0.51678 5.82209 1.79960 -0.06 0.04 0.01
H -4.04834 0.27429 3.53568 -0.02 0.01 0.01
H -4.55315 -2.18104 3.60819 -0.02 -0.01 0.02
H -3.13584 -3.72963 2.24429 -0.01 -0.06 -0.01
H -0.19225 -3.63893 -2.03637 0.00 0.02 0.01
H -0.73021 -5.57125 -0.76683 0.03 0.00 0.00
H 0.63227 -5.26628 0.34430 -0.03 0.03 -0.05
H 1.90100 -5.18778 -2.39076 -0.03 -0.04 -0.02
H 4.34834 -5.04894 -2.58376 0.04 -0.06 -0.05
H 5.57263 -3.20221 -1.48608 0.09 0.00 0.00
H 4.32230 -1.49534 -0.20651 0.03 -0.01 0.03
H 1.87683 -1.63484 -0.01573 -0.01 -0.01 0.06
Cl 2.09684 3.00405 -2.19545 0.01 -0.04 -0.02
C 2.68514 1.32446 -2.19266 0.36 0.20 -0.33
Cl 4.05257 1.14047 -1.06709 -0.03 0.11 -0.01
C 1.53996 0.37333 -1.84379 0.13 -0.10 -0.16
O 1.21111 -0.40052 -2.75033 -0.29 -0.25 -0.39
O 1.05430 0.47186 -0.70477 0.05 0.26 0.46
H 3.05816 1.10940 -3.19081 -0.03 0.04 0.16
I -5.06551 1.24228 -4.17446 -0.14 0.06 -0.09
C -3.43889 0.55051 -3.13878 0.10 -0.16 0.01
C -2.35696 -0.14466 -3.63379 -0.06 -0.01 -0.09
N -1.55920 -0.41911 -2.59553 0.43 0.11 0.11
N -2.03997 0.08901 -1.44914 0.24 -0.07 -0.09
C -3.18706 0.66530 -1.76695 -0.07 -0.02 0.12
H -2.10622 -0.45099 -4.63109 0.01 -0.01 -0.14
H -0.55876 -0.71549 -2.63007 -0.29 0.14 0.05
H -3.79632 1.12809 -1.00973 -0.03 0.07 0.05
```
Positions in Å, forces in eV/Å.

Computed properties:
Kohn-Sham gap = 8.3 eV
ΔE to the lowest compared entry with this formula, charge and spin = 0.0 kcal per mole
Charge = 0
HOMO = -8.65 eV
LUMO energy = -0.012 hartree

---

Look up the charge of the third one. 0